{
  "formula": "C80H180As2B4F28N10",
  "method": "ωB97M-V/def2-TZVPD",
  "charge": 4,
  "spin_multiplicity": 1,
  "homo_ev": -15.999,
  "lumo_energy_ev": -7.45,
  "orbital_gap_ev": 8.5,
  "elements": ["C", "C", "C", "N", "C", "C", "C", "C", "C", "H", "H", "H", "H", "H", "H", "H", "H", "H", "H", "H", "H", "H", "H", "H", "H", "H", "H", "C", "C", "C", "N", "C", "C", "C", "C", "C", "H", "H", "H", "H", "H", "H", "H", "H", "H", "H", "H", "H", "H", "H", "H", "H", "H", "H", "C", "C", "C", "N", "C", "C", "C", "C", "C", "H", "H", "H", "H", "H", "H", "H", "H", "H", "H", "H", "H", "H", "H", "H", "H", "H", "H", "C", "C", "C", "N", "C", "C", "C", "C", "C", "H", "H", "H", "H", "H", "H", "H", "H", "H", "H", "H", "H", "H", "H", "H", "H", "H", "H", "C", "C", "C", "N", "C", "C", "C", "C", "C", "H", "H", "H", "H", "H", "H", "H", "H", "H", "H", "H", "H", "H", "H", "H", "H", "H", "H", "C", "C", "C", "N", "C", "C", "C", "C", "C", "H", "H", "H", "H", "H", "H", "H", "H", "H", "H", "H", "H", "H", "H", "H", "H", "H", "H", "C", "C", "C", "N", "C", "C", "C", "C", "C", "H", "H", "H", "H", "H", "H", "H", "H", "H", "H", "H", "H", "H", "H", "H", "H", "H", "H", "C", "C", "C", "N", "C", "C", "C", "C", "C", "H", "H", "H", "H", "H", "H", "H", "H", "H", "H", "H", "H", "H", "H", "H", "H", "H", "H", "C", "C", "C", "N", "C", "C", "C", "C", "C", "H", "H", "H", "H", "H", "H", "H", "H", "H", "H", "H", "H", "H", "H", "H", "H", "H", "H", "C", "C", "C", "N", "C", "C", "C", "C", "C", "H", "H", "H", "H", "H", "H", "H", "H", "H", "H", "H", "H", "H", "H", "H", "H", "H", "H", "As", "F", "F", "F", "F", "F", "F", "As", "F", "F", "F", "F", "F", "F", "B", "F", "F", "F", "F", "B", "F", "F", "F", "F", "B", "F", "F", "F", "F", "B", "F", "F", "F", "F"],
  "positions_angstrom": [[-4.9331, 2.4290, 3.8911], [-3.8606, 3.3358, 3.3581], [-3.4139, 4.3479, 4.4594], [-2.2996, 5.3406, 3.9394], [-0.9798, 4.6137, 3.5729], [-2.0190, 6.3805, 5.0714], [-1.4590, 7.4875, 4.3034], [-1.9329, 7.3691, 2.8482], [-2.9133, 6.2720, 2.8531], [-5.8556, 2.9941, 4.0243], [-4.5903, 2.0911, 4.8691], [-5.1927, 1.6915, 3.1316], [-4.2306, 3.8056, 2.4468], [-2.9639, 2.7741, 3.0965], [-3.0175, 3.7444, 5.2759], [-4.2200, 5.0196, 4.7550], [-1.1462, 4.2826, 2.5478], [-0.8401, 3.7819, 4.2633], [-0.1087, 5.2658, 3.6359], [-1.3083, 5.9177, 5.7561], [-2.9719, 6.6395, 5.5330], [-0.3818, 7.5029, 4.4690], [-1.9994, 8.3497, 4.6942], [-1.1106, 7.3706, 2.1327], [-2.4427, 8.2925, 2.5733], [-3.0390, 5.7115, 1.9267], [-3.8991, 6.6025, 3.1800], [-4.4508, -6.9854, 1.5004], [-3.7980, -6.5867, 0.1814], [-4.6880, -5.6285, -0.5783], [-4.0651, -4.9050, -1.7756], [-2.8127, -4.1915, -1.4196], [-5.0974, -4.0130, -2.5697], [-5.3793, -4.6331, -3.8724], [-4.0924, -5.3555, -4.2360], [-3.7351, -5.9850, -2.8858], [-3.7561, -7.5856, 2.0879], [-5.4226, -7.4666, 1.3893], [-4.4956, -6.0733, 2.0954], [-3.6507, -7.5206, -0.3610], [-2.8260, -6.1881, 0.4722], [-5.0287, -4.8056, 0.0502], [-5.5633, -6.1809, -0.9200], [-3.0372, -3.4365, -0.6662], [-2.5774, -3.6789, -2.3523], [-2.1317, -4.9680, -1.0709], [-4.7664, -2.9791, -2.6677], [-6.0376, -3.9761, -2.0196], [-5.4264, -3.9185, -4.6942], [-6.2586, -5.2763, -3.8399], [-3.3093, -4.6392, -4.4843], [-4.3066, -6.1304, -4.9721], [-2.7338, -6.3147, -2.6090], [-4.4009, -6.8310, -2.7152], [-0.4215, 0.5706, 11.7801], [0.0621, -0.0623, 10.5144], [0.8512, 0.9398, 9.6332], [1.3648, 0.5087, 8.2794], [1.7714, 1.7755, 7.5055], [0.3942, -0.3266, 7.4442], [1.2519, -1.2668, 6.5543], [2.5153, -1.5360, 7.3149], [2.6024, -0.5006, 8.4158], [-0.6888, -0.1406, 12.5617], [-1.0838, 1.4302, 11.6772], [0.3608, 1.0310, 12.3836], [-0.8629, -0.4124, 10.0563], [0.6464, -0.9500, 10.7568], [1.7269, 1.3549, 10.1321], [0.1621, 1.7691, 9.4729], [2.5426, 2.3613, 8.0057], [0.8734, 2.3614, 7.3098], [2.1359, 1.4202, 6.5416], [-0.3394, 0.2840, 6.9179], [-0.1827, -0.9816, 8.0970], [1.3570, -0.8003, 5.5748], [0.7448, -2.2017, 6.3160], [3.4162, -1.5572, 6.7016], [2.5923, -2.5378, 7.7375], [3.5344, 0.0633, 8.4556], [2.5258, -1.0127, 9.3749], [2.9075, -1.6869, -6.4158], [1.4649, -2.0157, -6.1147], [1.1685, -3.5366, -5.8362], [-0.3493, -3.9068, -6.1383], [-1.1676, -3.0005, -5.2499], [-0.6589, -5.4156, -5.8711], [-1.6138, -5.8234, -7.0549], [-2.0636, -4.5764, -7.7265], [-0.8909, -3.6140, -7.5642], [3.5562, -2.1411, -5.6669], [3.1133, -0.6173, -6.4563], [3.2137, -2.0285, -7.4046], [0.8568, -1.6647, -6.9484], [1.0993, -1.5244, -5.2130], [1.5556, -3.8930, -4.8816], [1.6641, -4.0927, -6.6320], [-1.0336, -1.9293, -5.4003], [-0.9825, -3.2789, -4.2124], [-2.2136, -3.1815, -5.4975], [-1.1633, -5.4295, -4.9049], [0.2470, -6.0205, -5.8331], [-2.3895, -6.5329, -6.7668], [-1.0826, -6.5177, -7.7060], [-3.0288, -4.3278, -7.2854], [-2.2585, -4.7908, -8.7773], [-1.1981, -2.5831, -7.7404], [-0.1285, -3.8544, -8.3052], [0.0158, 1.3353, 3.4847], [-0.5406, 0.6828, 2.1656], [0.5086, 0.8684, 0.9973], [0.1338, 0.1317, -0.3024], [-0.8013, 0.9744, -1.2222], [-0.3784, -1.2556, -0.0360], [-0.0844, -2.0600, -1.3456], [0.9746, -1.3060, -2.0733], [1.3708, -0.2022, -1.1030], [0.7717, 0.7060, 3.9544], [-0.7587, 1.4044, 4.2485], [0.4780, 2.3183, 3.5753], [-1.4496, 1.2355, 1.9281], [-0.9041, -0.3439, 2.2086], [1.4178, 0.4309, 1.4094], [0.8272, 1.8988, 0.8396], [-0.2690, 1.9034, -1.4261], [-1.6707, 1.2481, -0.6244], [-1.1378, 0.3819, -2.0731], [-1.4517, -1.3106, 0.1461], [0.0952, -1.6854, 0.8466], [-0.9615, -2.1275, -1.9892], [0.1953, -3.1121, -1.2914], [0.6468, -0.9953, -3.0653], [1.8294, -1.9336, -2.3252], [1.6350, 0.7741, -1.5093], [2.1254, -0.4910, -0.3713], [8.8027, -5.9197, -1.4491], [8.0230, -4.7638, -2.0023], [6.6520, -5.2492, -2.5683], [5.7340, -4.1596, -3.3031], [4.7024, -4.9613, -4.1463], [6.4378, -3.1759, -4.3010], [6.7376, -1.8447, -3.5371], [6.1496, -1.9920, -2.1277], [5.1381, -3.1429, -2.3524], [9.0168, -6.5855, -2.2852], [8.2059, -6.3578, -0.6492], [9.8333, -5.6889, -1.1796], [8.6899, -4.2776, -2.7143], [8.0179, -3.9834, -1.2414], [6.0521, -5.5730, -1.7178], [6.8144, -5.9880, -3.3531], [3.9337, -4.3972, -4.6744], [4.0776, -5.5994, -3.5214], [5.3667, -5.4791, -4.8381], [5.9055, -3.0471, -5.2434], [7.3903, -3.6050, -4.6123], [6.4304, -0.9265, -4.0377], [7.8007, -1.7488, -3.3162], [5.7175, -1.0309, -1.8489], [6.8191, -2.3809, -1.3604], [4.2872, -2.7946, -2.9379], [4.6863, -3.6178, -1.4815], [2.9611, 4.0829, 0.1409], [3.0995, 5.6462, 0.1602], [1.8576, 6.2471, -0.4870], [1.8704, 7.7757, -0.8223], [0.4037, 8.1272, -1.1874], [2.7832, 8.2714, -1.9942], [2.9231, 9.7667, -1.7254], [2.7443, 9.9862, -0.2195], [2.2822, 8.6378, 0.3699], [1.9516, 3.8278, 0.4635], [3.7531, 3.6906, 0.7788], [2.9767, 3.6626, -0.8647], [4.0692, 6.0025, -0.1873], [3.2189, 6.0263, 1.1748], [0.9519, 6.1813, 0.1159], [1.7118, 5.6861, -1.4100], [-0.3940, 7.8967, -0.4813], [0.2227, 7.7417, -2.1907], [0.5299, 9.2005, -1.3302], [2.4072, 7.9019, -2.9483], [3.7405, 7.7529, -1.9402], [2.1727, 10.3688, -2.2377], [3.9055, 10.1234, -2.0347], [2.0129, 10.7797, -0.0661], [3.6735, 10.3622, 0.2087], [1.4687, 8.7080, 1.0920], [3.1639, 8.2209, 0.8565], [-6.7814, 3.8314, -3.0925], [-6.0906, 2.5203, -2.6473], [-6.8028, 1.9131, -1.4458], [-6.1851, 0.5846, -1.0082], [-6.5022, -0.5338, -1.9506], [-6.6218, 0.1486, 0.4170], [-5.4089, -0.6791, 0.9344], [-4.1248, -0.3047, 0.2127], [-4.6280, 0.7404, -0.8064], [-7.5925, 3.7044, -3.8096], [-6.0575, 4.4448, -3.6289], [-7.0333, 4.4044, -2.2002], [-5.0028, 2.5563, -2.5871], [-6.1935, 1.9043, -3.5406], [-7.8761, 1.7875, -1.5883], [-6.7836, 2.5373, -0.5525], [-7.5512, -0.5169, -2.2462], [-6.2239, -1.5182, -1.5743], [-6.0091, -0.3602, -2.9070], [-7.5558, -0.4117, 0.3758], [-6.7632, 0.9902, 1.0951], [-5.6062, -1.7506, 0.8997], [-5.2946, -0.4084, 1.9840], [-3.7287, -1.1749, -0.3107], [-3.3078, 0.0092, 0.8622], [-4.1022, 0.7840, -1.7602], [-4.4378, 1.7560, -0.4592], [2.9584, 6.2150, -5.1233], [1.4387, 6.2658, -5.0483], [0.9013, 5.0299, -5.8173], [-0.5635, 4.6116, -5.7491], [-1.4620, 5.6268, -6.4747], [-1.0652, 4.3719, -4.2489], [-1.5557, 2.9026, -4.2384], [-1.8064, 2.5463, -5.7456], [-0.6766, 3.2385, -6.4168], [3.4280, 7.1662, -4.8726], [3.3383, 5.9019, -6.0958], [3.4591, 5.4831, -4.4894], [1.1668, 7.2351, -5.4662], [1.1193, 6.3090, -4.0070], [1.4572, 4.1605, -5.4662], [1.0190, 5.1647, -6.8925], [-1.1125, 5.8348, -7.4860], [-1.3944, 6.5705, -5.9334], [-2.4816, 5.2413, -6.4758], [-1.8134, 5.1314, -4.0219], [-0.2289, 4.4915, -3.5601], [-2.4846, 2.7747, -3.6826], [-0.8589, 2.2325, -3.7348], [-2.7335, 2.9731, -6.1283], [-1.8144, 1.4565, -5.7287], [-0.7829, 3.2756, -7.5010], [0.2434, 2.7245, -6.1385], [3.7227, -4.9291, 6.3090], [2.8063, -4.6470, 5.0423], [3.0554, -5.6167, 3.9718], [2.1032, -5.4878, 2.6476], [0.5988, -5.5367, 3.1128], [2.5425, -6.5916, 1.6567], [3.7339, -5.9122, 0.9219], [3.4804, -4.4013, 0.9540], [2.2671, -4.1936, 1.8502], [4.7708, -4.7234, 6.0920], [3.7320, -5.9755, 6.6143], [3.3919, -4.4026, 7.2042], [3.0182, -3.6415, 4.6787], [1.7666, -4.6680, 5.3690], [2.7883, -6.6062, 4.3429], [4.0990, -5.5160, 3.6739], [-0.1744, -5.8570, 2.4145], [0.2994, -4.5851, 3.5519], [0.5288, -6.2473, 3.9364], [1.6925, -6.8606, 1.0295], [2.8702, -7.4819, 2.1934], [3.7331, -6.2685, -0.1082], [4.6454, -6.2898, 1.3851], [3.2770, -3.9666, -0.0247], [4.3345, -3.8681, 1.3715], [1.3648, -4.0823, 1.2489], [2.4495, -3.4046, 2.5798], [-3.4202, 1.5515, 7.7715], [-4.6256, 0.5699, 6.8727], [-2.3976, 1.7360, 6.2924], [-2.2333, 2.4117, 8.8967], [-4.4284, 1.3433, 9.1510], [-2.6428, -0.0261, 8.2128], [-4.1763, 3.1350, 7.3588], [4.5613, -0.0869, 3.2460], [6.1363, 0.7369, 3.2195], [4.9802, -1.0333, 1.7401], [2.9394, -0.9000, 3.2113], [4.1324, 0.7335, 4.8238], [3.7761, 1.2742, 2.2887], [5.1606, -1.4427, 4.2578], [1.0266, -5.4593, -1.9726], [1.9933, -4.4574, -1.9401], [0.6397, -5.9694, -0.7599], [-0.0645, -4.8861, -2.6649], [1.4623, -6.5072, -2.7288], [-2.4374, -3.3177, 2.5646], [-2.4907, -4.1131, 3.6634], [-3.2273, -3.9221, 1.5662], [-2.9792, -2.0721, 2.8187], [-1.1154, -3.2024, 2.0921], [2.6439, 2.3508, -3.6120], [3.3954, 1.3772, -2.9438], [1.9071, 3.0658, -2.6799], [3.4923, 3.2761, -4.3063], [1.6761, 1.7468, -4.4082], [-1.5938, 4.2549, -0.2612], [-1.8867, 4.0669, -1.6104], [-1.7340, 5.6372, 0.0813], [-2.4555, 3.4949, 0.5014], [-0.3432, 3.8857, 0.0482]],
  "lowdin_charge": [-0.07, -0.24, -0.07, -0.20, 0.06, -0.10, -0.17, -0.17, -0.09, 0.09, 0.06, 0.06, 0.10, 0.09, 0.10, 0.13, 0.09, 0.08, 0.11, 0.14, 0.14, 0.12, 0.13, 0.10, 0.12, 0.11, 0.15, -0.07, -0.24, -0.12, -0.20, 0.01, -0.10, -0.17, -0.14, -0.05, 0.09, 0.09, 0.08, 0.12, 0.10, 0.13, 0.14, 0.09, 0.08, 0.10, 0.12, 0.13, 0.13, 0.14, 0.08, 0.13, 0.13, 0.14, -0.11, -0.23, -0.12, -0.20, 0.04, -0.08, -0.14, -0.16, -0.04, 0.09, 0.09, 0.07, 0.10, 0.11, 0.14, 0.12, 0.11, 0.10, 0.09, 0.11, 0.12, 0.08, 0.12, 0.11, 0.10, 0.13, 0.12, -0.07, -0.22, -0.05, -0.19, -0.01, -0.02, -0.15, -0.17, -0.08, 0.05, 0.09, 0.09, 0.11, 0.08, 0.12, 0.13, 0.10, 0.08, 0.08, 0.10, 0.14, 0.12, 0.12, 0.11, 0.14, 0.13, 0.14, -0.06, -0.14, -0.07, -0.20, 0.07, -0.08, -0.14, -0.15, -0.07, 0.05, 0.06, 0.06, 0.08, 0.09, 0.11, 0.12, 0.09, 0.08, 0.10, 0.11, 0.12, 0.08, 0.09, 0.10, 0.11, 0.12, 0.15, -0.10, -0.25, -0.03, -0.20, 0.03, -0.07, -0.12, -0.12, -0.11, 0.09, 0.09, 0.10, 0.11, 0.10, 0.13, 0.13, 0.07, 0.10, 0.11, 0.12, 0.12, 0.12, 0.12, 0.13, 0.10, 0.12, 0.11, -0.05, -0.21, -0.10, -0.21, 0.05, -0.06, -0.15, -0.14, -0.08, 0.05, 0.08, 0.06, 0.11, 0.10, 0.11, 0.13, 0.10, 0.10, 0.09, 0.10, 0.14, 0.12, 0.13, 0.12, 0.12, 0.13, 0.13, -0.07, -0.23, -0.11, -0.22, 0.01, -0.05, -0.14, -0.13, -0.08, 0.09, 0.07, 0.08, 0.09, 0.10, 0.15, 0.14, 0.12, 0.09, 0.10, 0.14, 0.13, 0.12, 0.11, 0.09, 0.10, 0.11, 0.13, -0.10, -0.21, -0.10, -0.21, 0.04, -0.03, -0.14, -0.14, -0.12, 0.07, 0.09, 0.07, 0.11, 0.08, 0.11, 0.14, 0.11, 0.10, 0.10, 0.13, 0.11, 0.09, 0.09, 0.11, 0.11, 0.15, 0.12, -0.05, -0.23, -0.09, -0.17, 0.04, -0.07, -0.13, -0.15, -0.09, 0.08, 0.08, 0.05, 0.10, 0.11, 0.13, 0.14, 0.10, 0.09, 0.10, 0.11, 0.13, 0.11, 0.11, 0.08, 0.11, 0.12, 0.11, 0.91, -0.28, -0.31, -0.31, -0.24, -0.29, -0.28, 0.96, -0.26, -0.32, -0.32, -0.31, -0.32, -0.30, -1.39, 0.11, 0.16, 0.08, 0.15, -1.35, 0.17, 0.09, 0.14, 0.09, -1.30, 0.11, 0.10, 0.08, 0.11, -1.39, 0.13, 0.08, 0.13, 0.18]
}